Entry 1:
Here is 5 unconnected molecules or ions with the total composition H10O5 from the OMol25 dataset. Energies are from wB97M-V/def2-TZVPD.

Each line ends with the natural charge from an NBO analysis.
Atoms and positions in Å:
1 O 15.401 20.733 4.088  -0.987
2 H 14.610 20.295 4.474  0.488
3 H 16.140 20.299 4.551  0.481
4 O 17.181 18.169 5.494  -0.950
5 H 17.082 18.021 4.566  0.477
6 H 17.811 17.526 5.791  0.478
7 O 13.377 19.137 5.304  -0.947
8 H 13.036 18.984 4.403  0.496
9 H 12.668 19.602 5.730  0.496
10 O 13.218 21.405 2.168  -0.959
11 H 13.589 20.730 1.564  0.469
12 H 13.972 21.738 2.665  0.489
13 O 14.564 16.940 6.154  -0.981
14 H 14.191 17.788 5.872  0.479
15 H 15.473 17.149 6.350  0.470

Output
**Gap between HOMO and LUMO**: 10.947 eV
**ΔE to the lowest compared entry with this formula, charge and spin**: 89.2 kJ/mol
**HOMO energy**: -10.56 eV
**Total energy**: -10399.9251 eV
**Total charge**: 0



Entry 2:
Here is 5 unconnected molecules or ions with the total composition H10O5 from the OMol25 dataset. Energies are from wB97M-V/def2-TZVPD.

Each line ends with the natural charge from an NBO analysis.
Atoms and positions in Å:
1 O 0.951 2.754 1.062  -0.966
2 H 1.370 2.998 1.912  0.485
3 H 1.598 2.862 0.395  0.486
4 O 2.030 0.030 -0.909  -0.964
5 H 1.439 0.178 -0.144  0.463
6 H 1.313 -0.055 -1.704  0.495
7 O -0.183 -1.687 -2.163  -0.959
8 H 0.139 -2.443 -1.669  0.476
9 H -1.023 -1.474 -1.701  0.488
10 O -2.362 -1.640 0.606  -0.980
11 H -1.808 -2.194 1.248  0.466
12 H -1.936 -0.724 0.773  0.496
13 O -0.472 0.401 1.198  -0.953
14 H -0.654 0.935 1.944  0.478
15 H -0.158 1.051 0.589  0.490

Output
**Gap between HOMO and LUMO**: 11.288 eV
**ΔE to the lowest compared entry with this formula, charge and spin**: 122.7 kJ/mol
**HOMO energy**: -10.99 eV
**Total energy**: -10399.5781 eV
**Total charge**: 0



Entry 3:
Here is 5 unconnected molecules or ions with the total composition H10O5 from the OMol25 dataset. Energies are from wB97M-V/def2-TZVPD.

Each line ends with the natural charge from an NBO analysis.
Atoms and positions in Å:
1 O -0.203 2.143 -0.189  -0.978
2 H -0.301 1.283 0.156  0.469
3 H 0.678 2.305 0.160  0.475
4 O -3.112 -1.188 -0.230  -0.936
5 H -2.805 -0.915 -1.097  0.474
6 H -3.052 -0.439 0.302  0.470
7 O 1.433 -1.227 -1.095  -0.938
8 H 1.490 -0.398 -1.549  0.488
9 H 1.298 -1.825 -1.833  0.487
10 O 1.847 1.132 1.474  -0.952
11 H 2.655 0.667 1.305  0.466
12 H 1.189 0.470 1.394  0.481
13 O -0.350 -0.340 0.619  -0.991
14 H 0.314 -0.805 0.070  0.497
15 H -1.081 -0.864 0.513  0.485

Output
**Gap between HOMO and LUMO**: 10.577 eV
**ΔE to the lowest compared entry with this formula, charge and spin**: 112.5 kJ/mol
**HOMO energy**: -10.46 eV
**Total energy**: -10399.6830 eV
**Total charge**: 0



Entry 4:
Here is a molecular structure, H10O5 from the OMol25 dataset. Energies are from wB97M-V/def2-TZVPD.

Each line ends with the natural charge from an NBO analysis.
Atoms and positions in Å:
1 O 0.082 -0.738 0.348  -0.894
2 H 0.804 -0.299 -0.101  0.508
3 H -0.703 -0.438 -0.109  0.459
4 O 2.065 0.781 0.271  -0.935
5 H 2.196 1.199 1.122  0.494
6 H 2.108 1.500 -0.359  0.469
7 O -1.063 1.997 0.042  -0.950
8 H -0.449 2.449 -0.537  0.443
9 H -1.310 1.208 -0.441  0.453
10 O 1.044 -2.370 1.046  -1.017
11 H 0.465 -1.639 0.831  0.430
12 H 1.248 -2.772 0.202  0.426
13 O -2.008 0.014 -0.585  -0.904
14 H -2.354 -0.016 -1.477  0.505
15 H -2.125 -0.875 -0.252  0.513

Output
**Gap between HOMO and LUMO**: 8.980 eV
**ΔE to the lowest compared entry with this formula, charge and spin**: 434.6 kJ/mol
**HOMO energy**: -9.01 eV
**Total energy**: -10396.3452 eV
**Total charge**: 0



Entry 5:
Here is 5 unconnected molecules or ions with the total composition H10O5 from the OMol25 dataset. Energies are from wB97M-V/def2-TZVPD.

Each line ends with the Mulliken spin population.
Atoms and positions in Å:
1 O 9.342 15.165 9.973  0.169
2 H 9.976 14.555 10.349  -0.007
3 H 9.638 16.028 10.262  -0.005
4 O 10.317 12.918 12.697  0.116
5 H 9.709 12.509 12.080  -0.003
6 H 10.087 12.541 13.546  -0.004
7 O 12.984 14.284 12.306  0.430
8 H 12.227 13.709 12.412  -0.015
9 H 13.031 14.448 11.364  -0.012
10 O 8.970 13.963 16.212  0.354
11 H 9.182 13.032 16.148  -0.015
12 H 9.261 14.216 17.088  -0.009
13 O 10.038 11.448 15.504  0.001
14 H 9.880 10.506 15.564  0.000
15 H 10.930 11.563 15.832  0.000

Output
**Gap between HOMO and LUMO (spin up / spin down)**: 12.869 / 2.649 eV
**2S+1**: 2
**ΔE to the lowest compared entry with this formula, charge and spin**: 134.6 kJ/mol
**HOMO energy (spin up / spin down)**: -16.19 / -14.34 eV
**Expectation value of S²**: 0.76
**Total energy**: -10388.4287 eV
**Total charge**: +1



Entry 6:
Here is a molecular structure, H10O5Tl from the OMol25 dataset. Energies are from wB97M-V/def2-TZVPD.

Each line ends with the Mulliken charge.
Atoms and positions in Å:
1 Tl 0.621 -0.001 0.577  1.686
2 O 0.935 -2.706 0.071  -0.461
3 H 0.165 -3.242 0.333  0.343
4 H 1.589 -3.332 -0.314  0.367
5 O 2.636 1.481 -0.419  -0.498
6 H 2.741 2.159 -1.120  0.364
7 H 3.546 1.192 -0.182  0.381
8 O -1.434 -1.654 1.664  -0.475
9 H -2.068 -1.101 2.170  0.349
10 H -1.892 -2.515 1.527  0.372
11 O -0.037 1.541 -1.769  -0.419
12 H 0.514 1.940 -2.478  0.340
13 H -0.957 1.602 -2.101  0.342
14 O -1.854 1.276 0.802  -0.468
15 H -1.950 2.208 1.118  0.394
16 H -2.556 1.153 0.123  0.384

Output
**Gap between HOMO and LUMO**: 4.804 eV
**ΔE to the lowest compared entry with this formula, charge and spin**: 75.1 kJ/mol
**HOMO energy**: -24.63 eV
**Total energy**: -15054.3991 eV
**Total charge**: +3



Entry 7:
Here is a molecular structure, H11NaO7 from the OMol25 dataset. Energies are from wB97M-V/def2-TZVPD.

Each line ends with the natural charge from an NBO analysis.
Atoms and positions in Å:
1 Na -0.611 -0.030 0.288  0.947
2 O -0.737 -1.457 2.197  -1.319
3 H -1.349 -2.184 2.320  0.396
4 O -0.193 -0.151 -2.007  -1.330
5 H -0.130 -1.042 -1.656  0.409
6 O -0.817 2.231 0.785  -1.335
7 H -0.951 3.173 0.676  0.407
8 O -2.025 1.954 -1.833  -1.059
9 H -1.489 1.128 -1.935  0.510
10 H -1.691 2.311 -0.986  0.492
11 O 1.169 2.159 -1.293  -1.072
12 H 0.833 1.267 -1.569  0.509
13 H 0.583 2.400 -0.540  0.499
14 O 0.541 -3.567 0.893  -1.021
15 H -0.172 -4.134 1.187  0.439
16 H 0.273 -2.653 1.240  0.523
17 O 1.883 -0.406 0.661  -0.932
18 H 2.644 -0.177 0.118  0.470
19 H 2.238 -0.824 1.454  0.466

Output
**Gap between HOMO and LUMO**: 5.656 eV
**ΔE to the lowest compared entry with this formula, charge and spin**: 0.0 kJ/mol
**HOMO energy**: -1.09 eV
**Total energy**: -18927.9719 eV
**Total charge**: -2



Entry 8:
Here is 5 unconnected molecules or ions with the total composition H11O5 from the OMol25 dataset. Energies are from wB97M-V/def2-TZVPD.

Each line ends with the natural charge from an NBO analysis.
Atoms and positions in Å:
1 O -0.093 1.413 0.894  -0.929
2 H 0.068 2.078 1.589  0.528
3 H 0.038 1.897 0.051  0.507
4 O -1.892 1.823 -1.629  -0.973
5 H -1.816 2.782 -1.716  0.492
6 H -2.590 1.628 -2.268  0.490
7 O 2.124 -1.766 2.239  -0.954
8 H 3.066 -1.544 2.255  0.505
9 H 2.089 -2.158 3.139  0.514
10 O -0.637 -0.936 -1.827  -0.977
11 H -0.972 -1.287 -2.660  0.505
12 H -1.084 -0.050 -1.895  0.507
13 O 0.343 -1.061 0.556  -0.892
14 H 0.252 0.047 0.532  0.550
15 H -0.007 -1.342 -0.339  0.561
16 H 1.110 -1.523 1.079  0.567

Output
**Gap between HOMO and LUMO**: 12.743 eV
**ΔE to the lowest compared entry with this formula, charge and spin**: 82.3 kJ/mol
**HOMO energy**: -15.79 eV
**Total energy**: -10409.6260 eV
**Total charge**: +1



Entry 9:
Here is a molecular structure, H12IO6 from the OMol25 dataset. Energies are from wB97M-V/def2-TZVPD.

Each line ends with the natural charge from an NBO analysis.
Atoms and positions in Å:
1 I -15.961 -14.238 9.932  -0.314
2 O -16.083 -11.610 9.566  -0.974
3 H -16.522 -11.503 8.723  0.450
4 H -15.760 -12.511 9.556  0.393
5 O -18.008 -15.107 8.526  -0.929
6 H -17.528 -14.567 9.153  0.402
7 H -18.315 -15.855 9.039  0.473
8 O -15.488 -15.672 12.122  -0.985
9 H -15.985 -15.337 11.376  0.408
10 H -14.612 -15.835 11.772  0.460
11 O -16.150 -16.378 8.280  -1.039
12 H -15.594 -15.868 8.869  0.423
13 H -16.947 -15.857 8.191  0.449
14 O -14.562 -12.784 11.810  -0.980
15 H -15.361 -12.278 11.954  0.465
16 H -14.816 -13.458 11.178  0.401
17 O -17.410 -14.015 12.340  -0.993
18 H -16.993 -13.848 11.495  0.404
19 H -16.708 -14.362 12.890  0.485

Output
**Gap between HOMO and LUMO**: 8.157 eV
**ΔE to the lowest compared entry with this formula, charge and spin**: 781.0 kJ/mol
**HOMO energy**: -4.82 eV
**Total energy**: -20576.5002 eV
**Total charge**: -1



Entry 10:
Here is a molecular structure, H12N4O2Si4 from the OMol25 dataset. Energies are from wB97M-V/def2-TZVPD.

Each line ends with the natural charge from an NBO analysis.
Atoms and positions in Å:
1 N -3.184 -0.637 2.216  -1.305
2 N 2.671 0.922 -0.792  -1.306
3 N -0.778 -0.505 -0.753  0.590
4 N 0.192 0.101 -0.334  -0.694
5 O -1.770 -0.589 0.120  -0.655
6 O -0.916 -1.095 -1.794  -0.421
7 Si -1.197 2.066 1.758  0.350
8 Si 2.111 -1.940 -2.207  0.315
9 Si -1.627 -0.131 1.758  1.381
10 Si 1.340 0.134 -1.582  1.266
11 H -3.218 -1.217 2.998  0.390
12 H -3.778 -1.124 1.508  0.414
13 H 3.224 1.598 -1.375  0.395
14 H 2.499 1.288 0.084  0.391
15 H -0.213 2.076 2.801  -0.145
16 H -2.300 2.748 2.280  -0.144
17 H -0.614 2.827 0.706  -0.120
18 H 2.051 -1.865 -3.740  -0.127
19 H 1.982 -3.431 -1.852  -0.083
20 H 3.464 -1.631 -1.963  -0.150
21 H -0.585 -0.815 2.653  -0.184
22 H 0.646 1.220 -2.490  -0.157

Output
**Gap between HOMO and LUMO**: 9.746 eV
**ΔE to the lowest compared entry with this formula, charge and spin**: 137.7 kJ/mol
**HOMO energy**: -9.50 eV
**Total energy**: -41757.2119 eV
**Total charge**: 0